i) The following is a quantum chemistry calculation of a 2-piece molecular cluster, C6H8BrNO overall, from the Open Molecules 2025 dataset.

Bonds (Å) are listed after each position.
Geometry (Å):
1 Br -2.27010 2.11728 -1.17883  C12 1.938
2 C 0.37209 -1.00098 -0.98770  H9 1.045, H11 1.169, N14 1.422, C15 1.528
3 C 1.56572 0.82210 -0.02563  C6 1.344, H7 1.029, C15 1.551
4 O -0.93117 -0.59053 1.97006  C8 1.184
5 H 2.37887 -0.07043 -1.72623  C15 1.097
6 C 0.44615 1.56146 -0.09626  C3 1.344, C12 1.502, H13 1.143
7 H 2.29764 1.08105 0.65024  C3 1.029
8 C -2.09474 -0.81045 1.98887  O4 1.184, H10 1.211, H17 1.051
9 H 0.36340 -1.77183 -1.69378  C2 1.045
10 H -2.74183 -1.24193 2.91727  C8 1.211
11 H 0.01147 -1.48016 0.01559  C2 1.169
12 C -0.66892 1.04795 -0.96114  Br1 1.938, C6 1.502, N14 1.267
13 H 0.32713 2.47173 0.58526  C6 1.143
14 N -0.66108 -0.12965 -1.42881  C2 1.422, C12 1.267
15 C 1.79369 -0.45251 -0.88014  C2 1.528, C3 1.551, H5 1.097, H16 1.034
16 H 2.44048 -0.97139 -0.26196  C15 1.034
17 H -2.62879 -0.58172 1.11321  C8 1.051

Values from the calculation:
2S+1: 1
Molar mass, g mol⁻¹: 190.04
SMILES string: BrC1=NCCC=C1.C=O
Gap between HOMO and LUMO, eV: 9.93

Atomic partial charges in e from the Löwdin method, atoms 1 to 5: atom 1 (Br): 0.655, atom 2 (C): -0.243, atom 3 (C): -0.075, atom 4 (O): -0.008, atom 5 (H): 0.123

---

ii) The following is a quantum chemistry calculation of a 2-piece molecular cluster, C6H8BrNO overall, from the Open Molecules 2025 dataset.

Bonds (Å) are listed after each position.
Geometry (Å):
1 H -1.09841 2.71826 -1.36551  C3 1.072
2 H 0.12569 -3.62173 -1.01555  N6 0.997
3 C -1.88077 2.78924 -0.63610  H1 1.072, H4 1.066, C9 1.539, H14 1.033
4 H -2.69559 3.31780 -1.07574  C3 1.066
5 C 2.47655 -1.07562 1.72390  H10 1.035, H11 1.013, H13 1.080, C16 1.520
6 N 0.99428 -3.14276 -0.91070  H2 0.997, C8 1.204
7 H -3.16307 1.03708 0.25306  C9 1.052
8 C 1.18026 -2.20860 -0.17458  N6 1.204, C16 1.280
9 C -2.31457 1.35645 -0.28066  C3 1.539, H7 1.052, C15 1.321
10 H 1.78576 -0.49857 2.23487  C5 1.035
11 H 2.72759 -1.96019 2.14790  C5 1.013
12 Br 1.70035 0.40801 -0.61187  C16 1.936
13 H 3.36379 -0.52600 1.44687  C5 1.080
14 H -1.50962 3.18509 0.24234  C3 1.033
15 C -1.97385 0.24691 -0.91155  C9 1.321, O17 1.179
16 C 1.88137 -1.26893 0.33909  C5 1.520, C8 1.280, Br12 1.936
17 O -1.59976 -0.75645 -1.40577  C15 1.179

Values from the calculation:
2S+1: 1
Molar mass, g mol⁻¹: 190.04
SMILES string: CC(Br)=C=N.CC=C=O
Gap between HOMO and LUMO, eV: 9.00

Atomic partial charges in e from the Löwdin method, atoms 1 to 5: atom 1 (H): 0.066, atom 2 (H): 0.064, atom 3 (C): -0.066, atom 4 (H): 0.064, atom 5 (C): -0.106

---

Most stable: i). Least stable: ii).

---

i) The following is a quantum chemistry calculation of a 4-piece molecular cluster, C5H16O3 overall, from the Open Molecules 2025 dataset.

Bonds (Å) are listed after each position.
Geometry (Å):
1 O 2.13006 2.96683 -2.68921  H13 0.992, H18 0.906
2 C 1.73408 0.58358 -0.03041  H4 1.124, C6 1.521, H16 1.117, H22 1.164
3 H -0.66276 -2.62494 1.85114  O14 0.963
4 H 1.56787 1.50603 0.59078  C2 1.124
5 H 0.75183 0.05487 -2.84047  C23 1.063
6 C 0.45871 0.14856 -0.73647  C2 1.521, C15 1.326, C23 1.490
7 H -1.71784 -3.59660 2.21079  O14 0.995
8 H -0.95635 0.07486 4.47072  O20 1.025
9 H -2.53322 -0.29581 -1.15762  C19 1.163
10 H -2.43970 1.37475 -0.36142  C19 1.107
11 H -2.64271 -0.08442 0.44859  C19 1.048
12 H -0.47081 -1.06375 -2.37314  C23 1.150
13 H 1.84055 2.96778 -3.63764  O1 0.992
14 O -1.31431 -2.75204 2.54836  H3 0.963, H7 0.995
15 C -0.66393 0.38381 -0.07101  C6 1.326, C19 1.411, H24 1.129
16 H 2.53353 0.91069 -0.73890  C2 1.117
17 H -0.99485 -1.11126 3.57764  O20 0.905
18 H 2.13547 2.12425 -2.35516  O1 0.906
19 C -2.05408 0.33808 -0.30873  H9 1.163, H10 1.107, H11 1.048, C15 1.411
20 O -0.39044 -0.70076 4.11209  H8 1.025, H17 0.905
21 H 1.28939 -1.47579 -1.91762  C23 1.178
22 H 2.29432 -0.19134 0.63387  C2 1.164
23 C 0.51932 -0.59127 -2.02893  H5 1.063, C6 1.490, H12 1.150, H21 1.178
24 H -0.41411 1.05388 0.80275  C15 1.129

Values from the calculation:
2S+1: 1
Molar mass, g mol⁻¹: 124.18
SMILES string: CC=C(C)C.O.O.O
Gap between HOMO and LUMO, eV: 9.45

Atomic partial charges in e from the Löwdin method, atoms 1 to 5: atom 1 (O): -0.034, atom 2 (C): -0.085, atom 3 (H): 0.043, atom 4 (H): 0.088, atom 5 (H): 0.045

---

ii) The following is a quantum chemistry calculation of a 4-piece molecular cluster, C5H16O3 overall, from the Open Molecules 2025 dataset.

Bonds (Å) are listed after each position.
Geometry (Å):
1 H 0.57539 1.08697 2.18101  C10 1.090
2 H 0.04283 1.10009 -0.41942  C24 1.091
3 H -2.23801 -1.43344 -1.27588  C18 1.084
4 H 1.86064 0.45378 1.27225  C10 1.084
5 H 2.59618 -0.24541 -0.51992  O22 0.971
6 H 0.73354 -0.68640 1.97014  C10 1.091
7 H 3.94257 -0.72539 -0.73221  O22 0.968
8 H -2.04568 0.54539 0.98222  C15 1.092
9 H -2.72574 0.50158 -2.81958  C14 1.093
10 C 0.80978 0.28548 1.47988  H1 1.090, H4 1.084, H6 1.091, C24 1.535
11 H 0.05247 -3.54488 -0.06624  O19 0.961
12 H -2.50848 1.65288 -1.58539  C14 1.091
13 H -0.20567 -2.85486 1.29310  O19 0.962
14 C -2.44293 0.57948 -1.76679  H9 1.093, H12 1.091, C18 1.320
15 C -1.44662 -0.14509 0.38534  H8 1.092, H17 1.088, C18 1.518, C24 1.507
16 O 1.13694 3.49358 -0.06834  H20 0.973, H23 0.973
17 H -1.59802 -1.05171 0.96718  C15 1.088
18 C -2.11465 -0.40614 -0.95285  H3 1.084, C14 1.320, C15 1.518
19 O -0.63230 -3.32604 0.57102  H11 0.961, H13 0.962
20 H 1.26793 2.62941 0.35932  O16 0.973
21 H 0.56044 -0.54598 -0.41571  C24 1.091
22 O 3.28015 -0.72708 -0.02692  H5 0.971, H7 0.968
23 H 1.09096 3.17740 -0.98711  O16 0.973
24 C 0.00830 0.18639 0.17493  H2 1.091, C10 1.535, C15 1.507, H21 1.091

Values from the calculation:
2S+1: 1
Molar mass, g mol⁻¹: 124.18
SMILES string: C=CCCC.O.O.O
Gap between HOMO and LUMO, eV: 10.08

Atomic partial charges in e from the Löwdin method, atoms 1 to 5: atom 1 (H): 0.081, atom 2 (H): 0.085, atom 3 (H): 0.098, atom 4 (H): 0.043, atom 5 (H): 0.018

---

Most stable: ii). Least stable: i).

---

i) The following is a quantum chemistry calculation of a 7-piece molecular cluster, C6H25NO7 overall, from the Open Molecules 2025 dataset.

Bonds (Å) are listed after each position.
Geometry (Å):
1 H -0.88091 0.85250 2.27686  N14 1.014
2 H -3.55032 0.92631 -1.96570  O10 0.984
3 O 1.15292 3.32059 -2.55625  H15 0.960, H19 0.971
4 H -3.33636 -2.63932 1.57775  O39 0.973
5 H -2.84756 0.55596 -3.16584  O10 0.969
6 C 0.29269 -1.29743 1.33863  C9 1.505, H26 1.107, H28 1.085, H32 1.095
7 H -1.10903 -0.12568 -1.71282  O29 0.966
8 H 2.22129 1.72075 3.48144  C17 1.086
9 C 0.52635 0.11960 0.88895  C6 1.505, N14 1.467, H24 1.079, C34 1.553
10 O -3.51157 0.16042 -2.58182  H2 0.984, H5 0.969
11 H 2.93504 0.19502 3.17706  C17 1.093
12 O 1.70059 0.68167 -2.36756  H22 0.985, H36 0.981
13 H -2.75466 -2.72169 -0.92486  O21 0.983
14 N -0.62811 0.92801 1.29783  H1 1.014, C9 1.467, C23 1.368
15 H 0.75118 3.41058 -1.68905  O3 0.960
16 H 1.72325 1.83026 1.15944  C34 1.097
17 C 2.03715 0.78180 2.96775  H8 1.086, H11 1.093, H20 1.095, C34 1.544
18 H -1.20853 -1.65817 -1.94469  O29 1.000
19 H 1.48172 2.41152 -2.64552  O3 0.971
20 H 1.27373 0.14415 3.42533  C17 1.095
21 O -2.67348 -2.51309 -1.88157  H13 0.983, H37 0.989
22 H 0.88657 0.18867 -2.11194  O12 0.985
23 C -1.25456 1.80829 0.45824  N14 1.368, O27 1.218, H30 1.097
24 H 0.61479 0.12902 -0.18638  C9 1.079
25 H 3.46911 0.89517 -0.00623  C33 1.087
26 H 0.36037 -1.30453 2.44401  C6 1.107
27 O -0.87629 1.87284 -0.69757  C23 1.218
28 H -0.69421 -1.68282 1.10702  C6 1.085
29 O -0.57569 -0.88454 -1.98257  H7 0.966, H18 1.000
30 H -1.94734 2.48912 0.96717  C23 1.097
31 H 2.67867 -0.73173 0.13067  C33 1.089
32 H 1.07508 -1.99396 1.02016  C6 1.095
33 C 3.02496 0.15670 0.65587  H25 1.087, H31 1.089, C34 1.562, H38 1.101
34 C 1.82234 0.77455 1.43868  C9 1.553, H16 1.097, C17 1.544, C33 1.562
35 H -2.18173 -3.63669 1.04809  O39 0.941
36 H 2.39269 0.00092 -2.50596  O12 0.981
37 H -3.21216 -1.70848 -2.08314  O21 0.989
38 H 3.78283 -0.30464 1.30830  C33 1.101
39 O -2.96084 -3.15166 0.84024  H4 0.973, H35 0.941

Values from the calculation:
2S+1: 1
Molar mass, g mol⁻¹: 223.27
SMILES string: CC(C)[C@@H](C)NC=O.O.O.O.O.O.O
Gap between HOMO and LUMO, eV: 9.86

Atomic partial charges in e from the Löwdin method, atoms 1 to 5: atom 1 (H): 0.138, atom 2 (H): 0.068, atom 3 (O): -0.088, atom 4 (H): 0.077, atom 5 (H): 0.065

---

ii) The following is a quantum chemistry calculation of a 8-piece molecular cluster, C6H25NO7 overall, from the Open Molecules 2025 dataset.

Bonds (Å) are listed after each position.
Geometry (Å):
1 H -1.17329 -2.69586 -3.31749  C2 1.051
2 C -1.06431 -2.31831 -2.34272  H1 1.051, C17 1.527, H19 1.071, H34 1.078
3 H 0.61527 3.31558 2.94463  O4 1.008
4 O 0.93592 2.44577 3.33998  H3 1.008, H13 0.944
5 H 1.10853 1.00616 0.97316  C7 1.086
6 H -1.03015 1.79561 -3.16774  O12 0.929
7 C 2.02026 0.45667 1.18640  H5 1.086, C23 1.340, H28 1.036
8 H 3.54154 -1.02788 1.02897  C23 1.208
9 H -2.79524 2.15252 -0.33417  O33 1.011
10 H 1.86586 -3.93056 0.48503  N15 0.943
11 H -1.29236 2.12142 -0.92412  O33 0.988
12 O -0.56367 1.68473 -2.37236  H6 0.929, H20 0.943
13 H 1.62440 2.13958 2.77095  O4 0.944
14 H -3.35773 0.48703 0.48957  O31 0.972
15 N 1.76735 -3.05681 0.82478  H10 0.943, H35 1.097, C39 1.469
16 O 2.40034 1.77122 -1.84205  H25 0.904, H32 1.032
17 C 0.25565 -2.75400 -1.71025  C2 1.527, H18 1.192, H24 1.127, C30 1.460
18 H 0.02158 -3.66774 -0.98165  C17 1.192
19 H -1.25602 -1.27543 -2.49668  C2 1.071
20 H 0.33072 1.87082 -2.60734  O12 0.943
21 H -1.00646 -0.86151 2.27709  O38 0.959
22 H -1.51345 2.69991 2.51758  O37 1.011
23 C 2.41817 -0.72799 0.70167  C7 1.340, H8 1.208, C39 1.468
24 H 0.89665 -3.06821 -2.58279  C17 1.127
25 H 2.51426 0.91148 -2.09686  O16 0.904
26 H -3.79414 -0.44729 -0.54925  O31 0.978
27 H -2.08265 -1.40504 3.28558  O38 0.945
28 H 2.60587 1.06380 1.78853  C7 1.036
29 H 0.61741 -0.64312 -1.52308  C30 1.088
30 C 0.86196 -1.59680 -1.05886  C17 1.460, H29 1.088, C39 1.401
31 O -3.93373 0.48681 -0.29354  H14 0.972, H26 0.978
32 H 2.54614 1.56145 -0.84245  O16 1.032
33 O -1.83710 2.42256 -0.15744  H9 1.011, H11 0.988
34 H -1.88466 -2.63113 -1.71638  C2 1.078
35 H 2.23086 -2.90099 1.80711  N15 1.097
36 H -1.61664 3.53942 1.31576  O37 0.979
37 O -1.10914 3.55187 2.15323  H22 1.011, H36 0.979
38 O -1.59176 -0.64794 3.00635  H21 0.959, H27 0.945
39 C 1.72376 -1.82779 0.02083  N15 1.469, C23 1.468, C30 1.401

Values from the calculation:
2S+1: 1
Molar mass, g mol⁻¹: 223.27
SMILES string: C=C/C(N)=C/CC.O.O.O.O.O.O.O
Gap between HOMO and LUMO, eV: 8.73

Atomic partial charges in e from the Löwdin method, atoms 1 to 5: atom 1 (H): 0.052, atom 2 (C): -0.118, atom 3 (H): 0.052, atom 4 (O): -0.088, atom 5 (H): 0.078

---

Most stable: i). Least stable: ii).